This record from the Open Molecules 2025 dataset describes one molecule with the formula C3H7O2P in a non-equilibrium geometry. The level of theory is the ωB97M-V functional and the def2-TZVPD basis.

Each line ends with the Mulliken charge.
CARTESIAN COORDINATES (ANGSTROEM)
O 1.641 1.115 0.614  -0.522
C 0.708 0.404 -0.311  -0.319
P 1.179 -1.490 -0.302  -0.060
C -0.815 0.814 -0.120  -0.040
C -1.810 -0.150 -0.404  -0.274
O -1.460 0.091 0.937  -0.395
H 1.415 0.704 1.486  0.371
H 0.954 0.709 -1.355  0.340
H 0.928 -1.985 1.070  0.052
H 2.475 -1.166 0.046  0.074
H -0.995 1.904 -0.130  0.365
H -2.860 0.157 -0.806  0.244
H -1.360 -1.107 -0.724  0.165

Computed properties:
Energy relative to the best compared isomer or geometry (same formula, charge and spin), kcal per mole: 76.5
Highest occupied orbital energy, eV: -9.378
E, eV: -16605.3695
Total charge: 0
Structure (SMILES): O[C@@H](P)[C@H]1CO1
Gap between HOMO and LUMO, eV: 10.372